{"formula": "C9H25CoN2OPS", "method": "the ωB97M-V functional and the def2-TZVPD basis", "elements": ["S", "H", "C", "H", "H", "H", "H", "O", "N", "H", "C", "H", "H", "P", "H", "C", "C", "C", "H", "C", "H", "H", "H", "H", "H", "H", "H", "H", "H", "H", "H", "H", "H", "Co", "H", "C", "N", "C", "H", "C"], "xyz": [[-1.535, 0.403, 1.292], [-6.575, -0.722, 4.198], [0.308, 1.866, -0.133], [-4.970, 2.073, 3.117], [-6.029, -1.557, 2.730], [2.262, -1.779, -3.537], [1.129, -0.139, 1.111], [0.489, 3.056, -0.163], [-2.911, 2.044, 2.664], [-2.116, 2.708, 2.493], [-4.511, -0.413, 3.750], [0.792, -0.762, -3.620], [2.336, -2.746, -0.342], [1.761, -0.629, -1.383], [-4.787, 3.816, 4.886], [2.939, 0.692, -1.933], [1.360, -1.458, -2.993], [-5.950, -0.637, 3.310], [-3.543, -1.169, 2.028], [-2.811, 0.763, 2.235], [-6.306, 0.199, 2.703], [-4.350, 3.581, 2.461], [3.348, 1.185, -1.044], [3.732, -2.143, -1.302], [2.388, 1.440, -2.516], [-3.062, 4.031, 4.536], [3.766, 0.294, -2.542], [3.332, -1.421, 0.294], [-4.164, -1.265, 4.343], [-0.681, -0.142, -1.309], [-1.366, 0.005, -0.648], [-0.183, -1.650, 0.168], [-4.400, 0.476, 4.373], [0.170, -0.032, 0.049], [-3.640, 2.508, 5.248], [-4.124, 2.762, 3.152], [-3.624, -0.266, 2.558], [-3.882, 3.313, 4.549], [0.732, -2.333, -2.785], [2.918, -1.860, -0.620]], "lowdin_spin": [0.39, 0.00, 0.10, 0.00, 0.00, 0.00, 0.11, 0.03, 0.02, 0.00, 0.00, 0.00, 0.00, 0.11, 0.00, 0.02, 0.02, 0.00, 0.00, 0.10, 0.00, 0.00, 0.00, 0.00, 0.00, 0.00, 0.01, 0.00, 0.00, 0.02, 0.06, 0.33, 0.00, 2.60, 0.00, 0.00, 0.03, 0.00, 0.00, 0.01], "e_homo_ev": [-9.95, -12.28], "multiplicity": 5, "s2": 6.043, "e_above_lowest_ev": 0.8791, "total_charge": 1, "max_force_ev_per_a": 9.794}


{"formula": "C28H40F15NO12P", "method": "the ωB97M-V functional and the def2-TZVPD basis", "elements": ["C", "H", "C", "F", "H", "O", "O", "H", "H", "H", "C", "H", "H", "C", "H", "H", "H", "H", "C", "H", "F", "C", "H", "H", "F", "H", "H", "F", "F", "C", "C", "C", "H", "H", "C", "H", "H", "C", "O", "C", "H", "P", "C", "O", "C", "H", "H", "O", "F", "F", "C", "H", "O", "C", "H", "C", "H", "H", "F", "H", "F", "O", "H", "H", "H", "C", "C", "H", "N", "H", "O", "H", "C", "C", "F", "F", "F", "C", "O", "C", "O", "H", "C", "H", "F", "H", "O", "H", "F", "C", "C", "H", "F", "O", "C", "C", "H"], "xyz": [[-0.741, 5.148, 2.967], [-2.308, -1.927, -0.195], [-2.244, -3.965, 3.906], [1.792, 7.656, 0.027], [0.641, -1.631, -0.991], [3.379, 7.233, -2.052], [0.060, -2.894, 0.561], [4.020, -4.848, -1.293], [-1.678, -0.415, 2.177], [-4.681, -3.625, -6.262], [-3.865, -2.940, -6.032], [-3.757, -1.966, 6.266], [0.473, 0.483, 3.888], [-6.723, -1.493, 4.810], [-1.564, -4.122, 4.741], [3.935, 7.537, -3.971], [4.934, 6.361, -3.121], [-1.783, -3.326, 3.157], [3.045, 7.257, 0.270], [1.244, -0.290, 7.250], [3.769, 8.344, 0.586], [-0.694, 3.150, 1.743], [3.409, 5.249, -4.784], [-1.706, -0.880, -1.494], [-2.572, 2.008, 0.857], [-3.956, -4.034, 5.197], [2.918, -2.779, -2.165], [0.855, -6.275, 0.363], [-2.294, 1.642, -4.056], [-1.521, -1.800, -0.941], [-1.784, 0.817, -4.980], [3.558, -4.826, -2.281], [3.021, 4.734, -3.139], [0.891, 6.471, 3.419], [6.942, -2.365, -3.741], [4.142, -5.476, -2.934], [-1.578, -2.639, -1.634], [-5.513, -1.576, 4.785], [4.298, 5.542, -0.874], [0.476, -3.979, -0.049], [-3.069, -3.496, -5.537], [-3.614, -1.600, 4.871], [-3.594, -3.415, 4.377], [-1.227, 4.357, 1.862], [-1.339, 2.413, 0.555], [-2.401, -4.941, 3.432], [-4.771, -2.220, -4.215], [0.138, 2.655, 2.441], [-0.269, -5.188, 1.861], [6.767, -1.070, -4.049], [-1.435, -0.343, 4.410], [0.965, -1.828, 5.763], [4.832, -2.813, -2.831], [3.910, 6.696, -3.281], [1.348, 5.067, 2.448], [3.515, -3.414, -2.814], [2.009, 5.933, -3.940], [-1.540, 0.574, 4.994], [7.841, -2.875, -4.580], [-0.129, -0.886, 0.405], [-1.177, 1.554, -5.909], [5.334, -3.830, -4.783], [-1.516, 5.889, 3.149], [0.301, -1.263, 3.469], [-3.711, -0.194, 5.186], [0.688, -0.800, 5.530], [3.035, 5.585, -3.818], [-4.290, -3.529, 3.546], [0.859, 0.113, 6.398], [2.550, -5.222, -2.206], [-1.873, -1.495, 5.072], [3.083, -3.373, -3.813], [-2.910, -0.032, -5.601], [0.572, 5.811, 2.613], [3.035, 6.443, 1.316], [7.437, -2.434, -2.500], [-0.617, 1.333, 0.243], [3.655, 6.545, -0.954], [-3.370, 0.174, -6.685], [-2.249, -0.292, 3.102], [-3.281, -0.961, -4.735], [-3.469, -2.548, -6.969], [0.725, -5.099, 0.983], [-0.657, 4.527, 3.857], [1.865, -4.850, 1.647], [-7.738, -1.443, 5.119], [-3.368, -1.133, 3.200], [-5.138, -1.234, -5.627], [-0.868, 0.041, -4.390], [-4.362, -1.823, -5.141], [-0.170, -1.733, -0.269], [0.460, 6.395, 1.700], [-1.415, 3.198, -0.533], [0.686, -4.123, -1.223], [5.601, -3.117, -3.860], [0.091, -0.487, 4.203], [-2.652, 0.734, 3.042]], "mulliken_charge": [-0.35, 0.33, -0.49, -0.26, 0.02, -0.31, -0.28, 0.28, -1.02, 0.38, -1.10, -0.08, 0.10, -0.30, 0.21, 0.31, 0.32, -0.14, 1.03, 0.24, -0.27, 0.33, 0.37, 0.36, -0.24, 0.33, 0.06, -0.26, -0.24, -1.20, 0.91, -1.11, 0.32, 0.42, 0.92, 0.40, 0.43, -0.47, -0.51, 0.35, 0.29, 0.33, -0.97, -0.30, 0.90, 0.42, 0.33, -0.49, -0.17, -0.25, 0.07, 0.42, -0.35, -0.21, 0.34, 0.13, 0.31, 0.04, -0.25, 0.13, -0.26, -0.52, 0.36, -0.20, -0.04, -0.16, -1.11, 0.37, -0.70, 0.31, -0.26, 0.31, 0.30, -1.04, -0.23, -0.25, -0.23, 0.25, -0.53, 1.21, -0.25, 0.32, 0.89, 0.33, -0.27, 0.43, -0.61, 0.32, -0.22, -0.24, 0.16, 0.25, -0.29, -0.58, 0.32, 0.24, 0.09], "e_homo_ev": -4.44, "total_charge": -1, "max_force_ev_per_a": 2.117}


{"formula": "C2H4F3GdNO4S", "method": "the ωB97M-V functional and the def2-TZVPD basis", "elements": ["H", "H", "C", "O", "O", "F", "H", "Gd", "H", "O", "C", "F", "N", "S", "O", "F"], "xyz": [[1.042, 0.500, -1.256], [0.114, 3.756, -2.084], [0.836, 3.024, -1.690], [-2.382, -2.274, 1.317], [0.308, 1.719, -1.713], [-0.504, -2.049, 3.288], [1.768, 3.068, -2.274], [-1.735, 0.871, -1.092], [1.086, 3.316, -0.657], [0.434, -0.578, -0.545], [0.031, -1.701, 2.128], [0.139, -0.366, 2.092], [-0.815, -1.269, -0.541], [-1.058, -2.243, 0.690], [-0.500, -3.545, 0.314], [1.237, -2.229, 2.022]], "lowdin_spin": [-0.01, 0.00, -0.01, 0.04, -0.10, 0.00, 0.00, 6.29, 0.00, 0.35, 0.00, -0.01, 0.38, -0.01, 0.08, 0.00], "e_homo_ev": [-14.75, -12.94], "multiplicity": 8, "s2": 16.762, "e_above_lowest_ev": 2.1846, "total_charge": 1, "max_force_ev_per_a": 8.241}


{"formula": "C13H14Br2NOSe2Tc", "method": "the ωB97M-V functional and the def2-TZVPD basis", "elements": ["H", "H", "C", "H", "C", "H", "C", "H", "Br", "C", "H", "C", "H", "C", "Br", "H", "C", "H", "C", "O", "H", "C", "C", "C", "C", "Se", "Se", "C", "H", "N", "H", "H", "H", "Tc"], "xyz": [[4.140, 0.161, -0.808], [-2.476, -5.200, -0.005], [3.305, 2.057, 1.442], [1.456, 2.804, -2.575], [4.137, -0.490, 0.061], [3.837, -1.497, -0.217], [-3.931, 0.482, 0.046], [-4.699, 1.243, 0.000], [-5.067, -3.971, -0.138], [-4.257, -0.859, -0.010], [0.869, 4.318, -1.796], [-2.601, 0.861, 0.168], [4.379, 2.147, 1.608], [-1.019, -3.658, 0.184], [0.421, -4.793, 0.255], [-5.291, -1.166, -0.105], [0.725, 3.245, -1.903], [-0.289, 3.025, -2.224], [-1.935, -1.353, 0.188], [0.350, -1.706, 0.477], [2.798, 2.435, 2.329], [-0.816, -2.254, 0.280], [-3.406, -3.258, 0.007], [-3.234, -1.813, 0.061], [2.900, 2.800, 0.191], [0.991, 2.490, -0.137], [2.889, 0.146, 1.410], [-2.310, -4.132, 0.055], [-2.329, 1.907, 0.220], [-1.604, -0.036, 0.232], [3.427, 2.486, -0.708], [3.022, 3.876, 0.317], [5.110, -0.512, 0.545], [0.508, 0.214, 0.552]], "lowdin_spin": [0.00, 0.00, 0.00, 0.00, 0.02, 0.00, 0.03, 0.00, 0.17, 0.01, 0.00, 0.01, 0.00, 0.03, 0.02, 0.00, 0.00, 0.00, 0.05, 0.06, 0.00, 0.22, 0.14, 0.04, 0.01, 0.00, 0.02, 0.03, 0.00, 0.06, 0.00, 0.00, 0.00, 2.10], "e_homo_ev": [-18.23, -18.78], "multiplicity": 4, "s2": 4.084, "total_charge": 3, "max_force_ev_per_a": 0.858}